(1)
Here is one molecule with the formula C4H6BrN3 in a non-equilibrium geometry from the OMol25 dataset. Energies are from ωB97M-V/def2-TZVPD.

CARTESIAN COORDINATES (ANGSTROEM)
C1 0.886 1.265 1.730
N1 0.413 0.413 0.671
C2 -0.278 -0.629 0.854
N2 -0.889 -1.204 -0.213
C3 -0.660 -0.606 -1.486
N3 -0.584 0.668 -1.800
C4 -0.916 -1.914 -1.606
Br1 0.182 -3.387 -2.381
H1 1.898 0.745 2.024
H2 0.865 2.297 1.380
H3 0.352 1.294 2.668
H4 -0.290 -1.222 1.783
H5 -0.590 1.130 -0.917
H6 -0.387 1.150 -2.709

Output
strongest force on any atom = 2.72 eV Å⁻¹
SMILES string = C/N=C/N1C(N)=C1Br
HOMO energy (alpha / beta) = -0.2750 / -0.2750 Ha
ΔE to the lowest compared entry with this formula, charge and spin = 472.6 kJ/mol
frontier orbital gap (alpha / beta) = 7.53 / 7.53 eV
E_tot = -2894.10375 Ha

(2)
Here is one molecule with the formula C10H11Cl2N in a non-equilibrium geometry from the OMol25 dataset. Energies are from ωB97M-V/def2-TZVPD.

CARTESIAN COORDINATES (ANGSTROEM)
C1 2.637 0.587 -0.276
C2 1.646 -0.378 0.370
C3 0.283 0.245 0.500
C4 0.091 1.519 1.264
C5 -0.886 1.032 2.028
C6 -0.885 -0.316 1.364
C7 -1.846 -0.381 0.149
Cl1 -3.340 0.594 0.332
C8 -2.283 -1.714 -0.157
N1 -2.643 -2.777 -0.372
C9 -0.779 0.185 -0.830
C10 -0.395 -0.737 -1.963
Cl2 -1.133 1.795 -1.457
H1 2.276 0.912 -1.248
H2 3.603 0.109 -0.404
H3 2.770 1.464 0.352
H4 1.993 -0.636 1.374
H5 1.588 -1.301 -0.208
H6 0.562 2.479 1.176
H7 -1.521 1.433 2.795
H8 -0.814 -1.218 1.964
H9 0.435 -0.315 -2.524
H10 -1.242 -0.860 -2.638
H11 -0.116 -1.719 -1.590

Output
strongest force on any atom = 2.13 eV Å⁻¹
SMILES string = CC[C@]12C=C[C@H]1[C@](Cl)(C#N)[C@@]2(C)Cl
HOMO energy = -0.3630 Ha
ΔE to the lowest compared entry with this formula, charge and spin = 98.7 kJ/mol
frontier orbital gap = 10.47 eV
E_tot = -1362.70772 Ha

Number 1 is which compound? C4H6BrN3

Which of these has the lowest ΔE to the lowest compared entry with this formula, charge and spin? C10H11Cl2N